Entry 1:
Density functional theory data (ωB97M-V/def2-TZVPD) for 10 unconnected molecules or ions with the total composition C13H46N6O10.

Calculated values
LUMO level   0.14 eV
Total charge   0
HOMO level   -8.55 eV
Kohn-Sham gap   8.689 eV

XYZ file:
```
75
Properties=species:S:1:pos:R:3:mulliken_charge:R:1
C 2.594 1.703 -3.057 -0.861
C 3.297 0.355 -2.764 -0.512
O 2.803 -0.156 -1.510 -0.291
H 2.944 2.359 -2.332 0.286
H 1.460 1.565 -3.102 -0.020
H 3.012 2.058 -4.011 0.520
H 4.361 0.581 -2.725 0.423
H 3.039 -0.405 -3.577 0.287
H 3.371 -0.834 -1.120 0.104
C -2.568 3.485 3.775 -1.347
C -1.925 2.333 2.979 0.458
O -2.766 1.216 3.039 -0.594
H -2.101 4.487 3.635 0.332
H -2.489 3.257 4.836 0.309
H -3.642 3.515 3.620 0.330
H -0.971 2.000 3.467 0.104
H -1.794 2.596 1.928 -0.006
H -2.853 0.948 2.109 0.511
C 0.412 1.601 0.300 -0.188
C 0.881 0.375 1.051 0.156
O 2.275 0.306 1.156 -0.830
H -0.681 1.602 0.138 -0.391
H 0.871 1.650 -0.670 -0.294
H 0.606 2.473 0.921 0.639
H 0.639 -0.566 0.584 0.312
H 0.350 0.415 1.989 0.217
H 2.633 0.417 0.280 0.441
C 4.765 -2.365 0.626 0.584
O 4.973 -1.474 -0.409 -0.733
N 5.178 -3.590 0.645 -0.380
N 3.845 -2.079 1.527 -0.420
H 5.816 -3.802 -0.171 0.281
H 4.670 -4.320 1.120 0.207
H 3.388 -1.171 1.472 0.383
H 3.736 -2.705 2.382 0.238
C -3.872 1.313 -2.423 0.224
O -3.503 1.724 -3.667 -0.784
N -3.316 1.845 -1.397 -0.119
N -4.999 0.701 -2.232 -0.451
H -2.389 2.277 -1.655 0.246
H -3.412 1.478 -0.452 0.327
H -5.551 0.689 -3.108 0.254
H -5.535 0.501 -1.355 0.294
C -3.037 -1.076 0.319 0.643
O -2.702 0.197 0.547 -0.645
N -3.833 -1.394 -0.694 -0.378
N -2.587 -2.068 0.973 -0.259
H -4.162 -0.599 -1.324 0.132
H -3.822 -2.341 -1.077 0.229
H -1.798 -1.871 1.669 0.249
H -2.802 -3.046 0.710 0.218
C 0.431 -2.169 3.292 -0.398
O -0.900 -1.643 3.160 -0.572
H 0.467 -3.185 2.907 -0.005
H 0.801 -2.103 4.347 0.416
H 1.198 -1.590 2.763 0.101
H -0.873 -0.973 3.819 0.271
C -0.851 -0.424 -2.512 0.067
O 0.327 -1.117 -2.130 -0.488
H -1.706 -1.062 -2.714 0.414
H -0.627 0.190 -3.447 0.242
H -1.198 0.204 -1.697 -0.229
H 0.969 -0.472 -1.780 -0.022
C 1.674 -4.409 0.596 -0.475
O 1.682 -3.011 0.178 -0.199
H 1.175 -4.515 1.628 0.150
H 2.698 -4.714 0.752 0.070
H 1.203 -5.032 -0.146 0.263
H 2.369 -2.554 0.680 0.116
C -0.142 4.002 -1.865 -0.692
O -0.935 2.889 -2.262 -0.458
H 0.901 3.686 -1.823 0.160
H -0.511 4.412 -0.916 0.243
H -0.200 4.764 -2.609 0.341
H -0.759 2.670 -3.188 0.247
```


Entry 2:
Density functional theory data (ωB97M-V/def2-TZVPD) for a molecular structure, C22H37ClNO2OsP3.

Calculated values
Expectation value of S²   6.02
LUMO level (alpha / beta)   -14.80 / -14.76 eV
Total charge   +4
Multiplicity   5
HOMO level (alpha / beta)   -16.86 / -16.82 eV
Kohn-Sham gap (alpha / beta)   2.056 / 2.061 eV

XYZ file:
```
67
Properties=species:S:1:pos:R:3:nbo_charge:R:1
P -4.423 -1.283 1.637 0.784
C -3.757 -2.497 2.856 -0.930
H -4.593 -3.034 3.332 0.263
H -3.199 -1.934 3.615 0.223
H -3.075 -3.196 2.353 0.233
C -6.211 -1.607 1.938 -0.911
H -6.787 -1.226 1.088 0.247
H -6.483 -1.053 2.843 0.252
H -6.375 -2.687 2.073 0.246
C -4.257 -2.343 0.136 -0.929
H -5.101 -3.044 0.083 0.261
H -3.307 -2.885 0.211 0.219
H -4.240 -1.700 -0.752 0.202
P 3.040 -2.399 -2.755 1.310
C 4.160 -3.359 -1.661 -0.942
H 5.048 -3.695 -2.207 0.306
H 3.603 -4.220 -1.271 0.284
H 4.455 -2.716 -0.823 0.256
C 2.847 -3.574 -4.148 -0.955
H 2.733 -3.004 -5.075 0.275
H 1.915 -4.120 -3.968 0.281
H 3.672 -4.286 -4.226 0.313
C 4.244 -1.192 -3.448 -0.951
H 5.202 -1.659 -3.700 0.314
H 4.399 -0.427 -2.675 0.238
H 3.826 -0.698 -4.332 0.269
P 2.140 3.272 1.174 1.436
C 2.773 3.294 2.864 -0.949
H 2.903 4.338 3.200 0.344
H 3.747 2.781 2.914 0.312
H 2.062 2.792 3.541 0.312
C 2.981 4.474 0.125 -0.962
H 3.673 5.102 0.707 0.340
H 2.245 5.134 -0.360 0.313
H 3.546 3.943 -0.650 0.295
C 0.389 3.701 1.184 -0.967
H 0.240 4.686 0.717 0.314
H 0.006 3.755 2.213 0.325
H -0.202 2.962 0.631 0.291
Os -1.007 0.343 -1.701 0.690
C -0.413 -0.913 -0.528 0.382
O 0.024 -1.825 0.110 -0.359
C 2.388 1.591 0.444 0.624
O 2.679 0.557 -0.010 -0.231
C -0.018 1.449 -3.080 -0.251
C -0.760 2.270 -2.252 -0.272
C -2.119 1.995 -2.029 -0.252
C -2.698 0.891 -2.653 -0.194
C -1.926 0.046 -3.445 -0.261
C -0.580 0.315 -3.660 -0.253
H 1.036 1.664 -3.208 0.266
H -0.275 3.102 -1.766 0.254
H -2.691 2.635 -1.377 0.297
H -3.737 0.638 -2.490 0.306
H -2.369 -0.862 -3.831 0.310
H 0.035 -0.381 -4.209 0.284
Cl 1.996 -1.432 4.729 0.121
C 0.790 -0.589 3.858 -0.062
C -0.334 -0.007 4.466 -0.165
C -1.269 0.623 3.646 -0.199
C -1.043 0.632 2.264 -0.007
N 0.109 0.251 1.746 -0.522
C 0.967 -0.461 2.468 -0.038
H -0.449 -0.071 5.546 0.280
H -2.166 1.114 4.014 0.267
H -1.822 0.970 1.573 0.214
H 1.815 -0.938 1.992 0.207
```


Entry 3:
Density functional theory data (ωB97M-V/def2-TZVPD) for a molecular structure, C8H26CoO6.

Calculated values
Expectation value of S²   3.76
LUMO level (alpha / beta)   0.65 / 0.63 eV
Total charge   0
Multiplicity   4
HOMO level (alpha / beta)   -7.99 / -8.11 eV
Kohn-Sham gap (alpha / beta)   8.633 / 8.746 eV

XYZ file:
```
41
Properties=species:S:1:pos:R:3:nbo_charge:R:1
Co -0.208 -0.106 -0.305 1.549
O 0.461 -1.718 0.597 -1.244
H 0.670 -1.430 1.508 0.420
O -0.419 1.802 -0.822 -1.270
H -0.651 1.835 -1.771 0.428
C 3.125 -0.244 2.096 -0.626
C 2.714 1.075 1.584 -0.052
O 1.780 0.986 0.593 -0.727
H 3.691 -0.666 1.265 0.218
H 2.251 -0.848 2.338 0.215
H 3.704 -0.176 3.018 0.212
H 3.426 1.728 1.080 0.149
H 2.454 1.737 2.410 0.137
H 1.762 1.901 0.302 0.494
C 1.192 0.600 -4.016 -0.644
C 1.718 0.071 -2.680 -0.078
O 0.720 -0.780 -2.177 -0.736
H 1.038 -0.128 -4.812 0.202
H 1.986 1.151 -4.519 0.214
H 0.223 1.067 -3.840 0.215
H 1.983 0.833 -1.947 0.206
H 2.657 -0.477 -2.764 0.162
H 0.872 -1.546 -2.736 0.487
C -0.911 1.715 3.537 -0.652
C -1.660 0.612 2.745 -0.067
O -1.516 0.646 1.332 -0.741
H 0.054 1.924 3.075 0.218
H -0.696 1.316 4.528 0.215
H -1.414 2.661 3.739 0.210
H -2.704 0.711 3.041 0.161
H -1.325 -0.390 3.016 0.187
H -1.926 1.488 1.119 0.497
C -3.195 -2.575 -1.551 -0.638
C -2.461 -1.695 -0.553 -0.091
O -1.919 -0.660 -1.328 -0.758
H -3.740 -3.324 -0.977 0.212
H -2.392 -3.129 -2.038 0.212
H -3.867 -2.123 -2.281 0.198
H -1.746 -2.339 -0.041 0.245
H -3.132 -1.191 0.142 0.165
H -2.601 -0.314 -1.909 0.495
```


Entry 4:
Density functional theory data (ωB97M-V/def2-TZVPD) for a gas-phase ion, C5H7N2S (charge +1).

Calculated values
LUMO level (alpha / beta)   -4.79 / -4.67 eV
Total charge   +1
HOMO level (alpha / beta)   -12.08 / -11.50 eV
Kohn-Sham gap (alpha / beta)   7.286 / 6.832 eV

XYZ file:
```
15
Properties=species:S:1:pos:R:3:nbo_charge:R:1
C -1.005 -1.353 -1.461 -0.049
C -1.460 -2.389 -0.660 -0.400
C -0.142 -0.730 0.611 0.072
C 0.402 0.660 -1.267 -0.164
C 0.705 1.154 2.023 -0.104
N -0.294 -0.395 -0.770 -0.291
N 0.385 -0.041 1.671 -0.425
S -1.027 -2.198 0.938 0.509
H -1.029 -1.316 -2.570 0.263
H -2.260 -3.047 -1.010 0.294
H 0.801 1.239 -0.427 0.189
H 0.547 0.714 -2.372 0.243
H 0.972 1.223 2.984 0.213
H 0.721 1.931 1.341 0.205
H 0.220 -0.768 2.428 0.444
```


Calculated largest force on an atom (eV/Å), listed in the same order as above: 8.3; 9.0; 2.7; 4.9
Calculated energy relative to the best compared isomer or geometry (same formula, charge and spin) (kJ/mol), listed in the same order as above: 311.86; 148.91; 178.11; 373.50